# 1
This record from the Open Molecules 2025 dataset describes a cluster of 2 separate species, C21H29N3O2 in total in a non-equilibrium geometry. The level of theory is wB97M-V/def2-TZVPD.

The highest occupied orbital energy comes out at -7.74 eV. The LUMO energy is 0.270 eV. For the total energy, the calculation gives -30794.1312 eV. The HOMO-LUMO gap is 0.2942 Eh. The energy relative to the best compared isomer or geometry (same formula, charge and spin) comes out at 2061.0 kJ/mol. Its net charge is 0.

Geometry (Å):
C 2.5568 4.1273 -0.3640
C 2.8283 2.6970 -0.7559
H 2.3017 2.3457 -1.7511
H 3.9515 2.7445 -0.9785
C 2.4708 1.9411 0.3407
N 1.2629 1.6860 0.5554
C 0.7655 1.0821 1.6934
C -0.8225 1.0921 1.1934
C -0.8914 1.7247 -0.0534
N 0.2766 2.0185 -0.3880
H -1.6723 1.7892 -0.6800
C -1.8582 0.5341 1.9300
N -1.9115 -0.8039 2.4292
C -1.0938 -1.8367 1.3071
H -0.2224 -1.2450 1.0759
C -1.7904 -1.8878 0.0929
C -1.0898 -2.6810 -0.7274
O -1.2343 -3.8847 -1.0478
C 0.0642 -2.1704 -1.4643
C 1.4908 -2.7567 -1.1064
C 2.5293 -2.0186 -1.5995
C 2.7356 -0.9717 -2.2751
C 1.3716 -0.3927 -2.6066
C 0.3010 -0.9460 -2.0590
H -0.9628 -0.4048 -2.5715
O 1.3366 0.7696 -3.2886
C 0.1799 1.6448 -3.4742
H 0.5131 2.2539 -4.3705
H -0.1272 1.9382 -2.6514
H -0.4631 0.8760 -4.0964
H 3.4107 -0.4942 -2.7019
H 3.4382 -2.4667 -1.3772
H 1.3896 -3.6805 -0.5973
C -3.2925 -2.4226 0.4265
C -3.9726 -1.6684 1.4781
C -3.0515 -1.7154 2.5446
H -3.7078 -0.8516 3.3192
H -2.6993 -2.6589 3.2456
H -4.8693 -2.2684 1.7117
H -4.1097 -0.8085 0.9533
H -3.8469 -2.6555 -0.3754
H -2.8250 -3.6254 0.7148
H -1.9664 -0.8194 -0.3852
H -0.9411 -2.6424 1.8730
H -2.7781 0.8112 1.4609
H -2.0217 0.9141 3.1839
C 1.3127 0.4860 2.8369
H 0.5771 -0.0178 3.5530
H 2.0369 -0.2546 2.2600
H 1.9988 1.3032 3.1721
H 3.0259 2.0670 1.1738
H 2.9960 0.7753 -0.0409
H 2.6048 4.7893 -1.2513
H 1.4684 4.2137 -0.1286
H 3.0264 4.4257 0.6421

=====

# 2
This record from the Open Molecules 2025 dataset describes a cluster of 2 separate species, C21H29N3O5S2 in total in a non-equilibrium geometry. The level of theory is wB97M-V/def2-TZVPD.

The highest occupied orbital energy comes out at -8.60 eV. The LUMO energy is 0.389 eV. For the total energy, the calculation gives -58626.1494 eV. As for the SMILES: CNC(=O)[C@@H](NC(C)=O)[C@@H](C)O.NS(=O)(=O)c1ccc(SCCc2ccccc2)cc1. The HOMO-LUMO gap is 0.3303 Eh. The energy relative to the best compared isomer or geometry (same formula, charge and spin) comes out at 4.6 kJ/mol. Its net charge is 0.

Geometry (Å):
O 2.3307 -1.0499 0.8489
O 1.5731 3.4580 1.8301
O 1.8195 0.4138 -4.5984
O 2.4891 0.6136 -2.2345
O 3.1035 2.9818 -1.1232
S -4.3499 -1.4026 -1.5934
C 3.1407 -0.1637 1.0675
C 2.7908 3.4033 1.9188
C -7.3340 -5.4737 1.1850
C -7.5079 -4.3543 0.3689
C -6.1448 -5.6359 1.8990
C -2.1430 0.2587 -1.3285
C -2.0066 -1.4611 -3.0127
C -6.4932 -3.3990 0.2648
C -5.1327 -4.6771 1.7978
C -0.8735 0.7131 -1.6778
C -0.7426 -0.9930 -3.3887
C -2.7187 -0.8405 -1.9797
C -5.2909 -3.5452 0.9849
C -0.1754 0.0992 -2.7202
N 3.4204 4.3051 2.6809
N 2.7952 1.1148 0.9265
N 1.1707 2.3914 -3.2784
C 4.5315 -0.5280 1.5485
C 4.8554 4.4162 2.9483
C -4.4744 -1.2238 0.2424
C -4.1514 -2.5481 0.9356
C 5.2818 2.1861 -0.7570
C 3.5972 2.3344 1.1646
C 4.1125 2.9537 -0.1482
S 1.4258 0.7572 -3.2328
H 2.9925 2.0417 -1.3679
H -8.1197 -6.2195 1.2609
H -8.4302 -4.2296 -0.1908
H -6.0057 -6.5065 2.5331
H -2.6803 0.8092 -0.5670
H -2.4480 -2.3030 -3.5363
H -6.6654 -2.5535 -0.3916
H -4.2134 -4.8160 2.3591
H -0.4512 1.5721 -1.1597
H -0.2074 -1.4737 -4.2054
H 2.8066 4.9767 3.1196
H 1.8332 1.2656 0.6606
H 1.7574 2.7964 -2.5534
H 1.4880 2.6748 -4.1949
H 5.2762 -0.1539 0.8529
H 4.6061 -1.6132 1.5959
H 4.6926 -0.1138 2.5406
H 5.0323 5.2296 3.6547
H 5.4010 4.6343 2.0287
H 5.2332 3.4909 3.3868
H -3.7822 -0.4690 0.6127
H -5.4767 -0.8838 0.5199
H -3.8559 -2.3246 1.9654
H -3.2890 -3.0093 0.4436
H 6.0985 2.1192 -0.0390
H 4.9691 1.1829 -1.0482
H 5.6370 2.7133 -1.6429
H 4.4568 2.0844 1.7800
H 4.4458 3.9736 0.0432

=====

# 3
This record from the Open Molecules 2025 dataset describes a structure of composition C21H29N8O3PS8Y. The level of theory is wB97M-V/def2-TZVPD.

As for the expectation value of S²: 0.766. As for the spin multiplicity: 2. The highest occupied orbital energy (alpha / beta) comes out at -0.43 / -1.71 eV. The LUMO energy (alpha / beta) is 4.283 / 4.278 eV. For the total energy, the calculation gives -137333.3383 eV. The HOMO-LUMO gap (alpha / beta) is 0.1734 / 0.2202 Eh. The energy relative to the best compared isomer or geometry (same formula, charge and spin) comes out at 82.9 kJ/mol. Its net charge is -2.

Geometry (Å):
Y -0.4136 -0.5676 -0.6095
N 1.5053 -3.4113 -3.7462
C 0.8788 -3.5869 -4.9716
C 1.3384 -4.5346 -5.8807
C 0.7405 -4.6742 -7.1262
C -0.3448 -3.8773 -7.4626
C -0.8222 -2.9501 -6.5437
C -0.2128 -2.7808 -5.3062
S -0.7841 -1.5402 -4.2159
N -0.1541 -2.0041 -2.7057
C 0.8647 -2.8427 -2.6276
C 1.3748 -3.2047 -1.3560
C 2.5420 -3.9958 -1.1590
C 2.9009 -4.3847 0.1001
C 2.1076 -3.9977 1.1985
C 1.0457 -3.1527 0.9490
N 0.6842 -2.7255 -0.2604
H 2.1419 -4.1502 -3.5073
H 2.1841 -5.1584 -5.6086
H 1.1191 -5.4108 -7.8245
H -0.8292 -3.9811 -8.4255
H -1.6839 -2.3378 -6.7855
H 3.1888 -4.2620 -1.9860
H 3.7998 -4.9734 0.2459
H 2.3429 -4.2853 2.2129
H 0.4346 -2.7893 1.7676
C 3.0377 2.0097 6.2357
C 2.6757 2.5722 4.8778
O 2.2408 1.4950 4.0598
P 1.3962 1.8015 2.6951
S 1.0308 -0.0250 2.0198
S -0.0327 3.0931 3.0360
O 2.5022 2.5502 1.7759
C 3.5577 1.8340 1.1207
C 4.6839 1.4692 2.0668
H 3.4014 2.8035 6.8932
H 3.8163 1.2502 6.1449
H 2.1637 1.5481 6.6965
H 3.5435 3.0531 4.4119
H 1.8792 3.3160 4.9573
H 3.9112 2.5114 0.3405
H 3.1493 0.9462 0.6394
H 5.0688 2.3537 2.5811
H 5.5015 1.0187 1.4978
H 4.3453 0.7499 2.8122
S -2.0850 -1.6243 1.4833
S -3.9649 -1.9388 0.6441
S -3.6371 -2.1848 -1.3637
S -2.9386 -0.3497 -2.0047
O 0.0379 1.1599 -2.4751
S 1.5064 0.9155 -2.3343
N 1.8806 -0.1028 -1.3388
C -4.0126 4.8308 2.0502
C -4.9367 3.6808 1.6613
C -4.8901 2.5668 2.7034
C -4.6178 3.1614 0.2579
N -3.2586 2.6815 0.1380
C -2.7514 1.5077 0.4916
N -1.4724 1.5203 0.2006
N -1.2149 2.7200 -0.3682
N -2.2679 3.4345 -0.3945
H -4.3009 5.2406 3.0203
H -4.0406 5.6357 1.3126
H -2.9779 4.4898 2.1269
H -5.9649 4.0588 1.6025
H -3.8688 2.2099 2.8527
H -5.5024 1.7111 2.4103
H -5.2487 2.9321 3.6676
H -4.7267 3.9509 -0.4851
H -5.2746 2.3349 -0.0188
H -3.2933 0.6860 0.9321

=====

# 4
This record from the Open Molecules 2025 dataset describes a cluster of 14 separate species, C21H30BCl39NO5S in total in a non-equilibrium geometry. The level of theory is wB97M-V/def2-TZVPD.

The highest occupied orbital energy comes out at -5.35 eV. The LUMO energy is 1.398 eV. For the total energy, the calculation gives -533879.4760 eV. The HOMO-LUMO gap is 0.2478 Eh. Its net charge is -1.

Geometry (Å):
C 2.0693 1.7630 1.6332
C 0.6572 1.4558 2.1633
C 0.2607 0.0595 1.7450
O 0.7366 -0.9736 2.5666
B -0.0368 -2.1738 2.0852
S 1.2217 -3.2877 1.1207
C 2.4771 -2.2535 0.3574
O 0.5472 -3.9989 0.0338
O 1.9698 -4.1497 2.0267
O -1.1458 -1.6473 1.2646
C -1.2259 -0.3088 1.6927
N -2.0634 0.5651 0.8935
C -1.8835 0.4182 -0.5545
C -3.4166 0.5368 1.3280
C -4.3064 -0.6189 0.9338
O -3.8566 1.4312 2.0226
H 2.4553 2.6967 2.0407
H 2.0805 1.7641 0.5400
H 2.7065 0.9325 1.9435
H 0.7022 1.5303 3.2518
H -0.0589 2.1902 1.7890
H 0.5766 -0.0548 0.6886
H -0.4286 -2.8089 3.0427
H 2.9340 -2.8457 -0.4372
H 3.2499 -2.0005 1.0799
H 2.0545 -1.3543 -0.0869
H -1.6256 -0.2821 2.7196
H -1.2177 -0.3902 -0.8379
H -2.8343 0.3314 -1.0820
H -1.4340 1.3432 -0.9263
H -4.5348 -0.6202 -0.1310
H -3.8783 -1.5804 1.2178
H -5.2535 -0.4992 1.4589
C 2.2377 0.9919 6.1966
Cl 3.1437 0.7410 4.7112
Cl 2.5438 2.6090 6.8515
Cl 0.5170 0.7594 5.9017
H 2.5655 0.2668 6.9297
C -3.6806 4.2408 0.2664
Cl -2.0424 3.8170 -0.1942
Cl -3.7867 5.9327 0.7753
Cl -4.8042 3.9211 -1.0633
H -3.9615 3.6127 1.1035
C -5.1964 2.0703 5.1564
Cl -3.9371 0.9443 5.6468
Cl -6.7377 1.2359 4.9460
Cl -5.3550 3.3890 6.3219
H -4.9054 2.4886 4.2009
C 0.5239 4.1835 -3.4801
Cl -1.2287 4.3668 -3.3905
Cl 1.1460 3.4352 -2.0094
Cl 0.9792 3.2436 -4.9037
H 0.9652 5.1671 -3.5676
C -5.4501 -0.6357 7.5089
Cl -4.4753 -1.8953 8.2681
Cl -7.0099 -1.2747 6.9832
Cl -5.6741 0.7307 8.6042
H -4.9214 -0.2806 6.6335
C -2.0169 2.7292 -8.1237
Cl -0.4869 1.8609 -8.2783
Cl -3.3421 1.5975 -7.8227
Cl -1.9255 3.9372 -6.8499
H -2.2130 3.2327 -9.0614
C 0.7301 -0.9090 -3.6549
Cl -0.4830 -2.1104 -3.2318
Cl 0.2345 0.0293 -5.0680
Cl 1.0633 0.1625 -2.2928
H 1.6456 -1.4281 -3.9026
C -6.1131 2.6085 -10.0285
Cl -6.9126 4.0422 -9.3849
Cl -7.2913 1.3754 -10.4772
Cl -5.0834 3.0262 -11.4016
H -5.4749 2.2039 -9.2554
C -1.3909 -4.2394 8.6745
Cl -0.8076 -2.6220 8.3076
Cl -0.0952 -5.2576 9.3055
Cl -2.7446 -4.1623 9.8108
H -1.7529 -4.6836 7.7567
C 6.8265 1.6075 6.8849
Cl 6.8798 2.7335 8.2453
Cl 5.5997 0.3704 7.1422
Cl 6.5475 2.4678 5.3721
H 7.7878 1.1161 6.8204
C 3.1885 -2.4061 -7.3892
Cl 1.9289 -1.2007 -7.6324
Cl 3.4094 -2.7496 -5.6712
Cl 2.8196 -3.8941 -8.2689
H 4.1170 -2.0081 -7.7776
C 5.8518 -5.6762 -6.5504
Cl 6.9756 -6.4259 -7.6923
Cl 4.7629 -6.8769 -5.8610
Cl 6.7216 -4.8090 -5.2854
H 5.2515 -4.9624 -7.0976
C 7.3343 -1.5884 -2.8918
Cl 8.0970 -0.2678 -3.7821
Cl 5.6409 -1.7481 -3.3456
Cl 8.2095 -3.1020 -3.1500
H 7.3821 -1.3540 -1.8368

=====

Question: Look up the net charge of the third one.
Answer: -2